(1)
ORCA calculation (ωB97M-V/def2-TZVPD) on a molecular structure, CH2FNO3S at a distorted geometry.

HOMO = -11.12 eV
Calculated total energy = -22252.1708 eV
Total charge = 0
Relative energy (zero: lowest compared OMol25 entry of this formula, charge and spin) = 2.171 eV
Strongest force on any atom = 8.6 eV/Å
HOMO-LUMO gap = 10.321 eV

Element x y z (Å)
C: 0.246 1.121 0.050
N: 0.869 -0.035 0.186
O: 0.762 1.971 -0.597
O: 2.773 0.548 -1.371
O: 2.747 -1.584 0.006
F: 3.116 0.494 1.059
S: 2.410 -0.230 -0.220
H: -0.907 1.042 0.332
H: 0.600 -0.944 1.173

Forces on atoms 1 to 2 (eV/Å):
-3.9 1.2 -0.9
-0.3 -6.9 5.1

Atomic partial charges in e from the Löwdin method, atoms 1 to 5: atom 1 (C): -0.44, atom 2 (N): -0.12, atom 3 (O): 0.08, atom 4 (O): -0.21, atom 5 (O): -0.25

***

(2)
ORCA calculation (ωB97M-V/def2-TZVPD) on a molecular structure, C6H8N2 at a distorted geometry.

HOMO = -9.13 eV
Calculated total energy = -9326.0715 eV
Total charge = 0
Relative energy (zero: lowest compared OMol25 entry of this formula, charge and spin) = 5.636 eV
Strongest force on any atom = 9.6 eV/Å
HOMO-LUMO gap = 10.108 eV

Element x y z (Å)
C: -2.093 0.145 -0.429
C: 0.070 1.211 -0.110
C: 1.010 0.154 0.560
C: -0.110 -0.787 0.274
C: 2.208 -0.242 -0.094
C: 3.182 -0.650 -0.590
H: -3.551 -0.882 -0.161
H: -2.531 1.218 -0.452
H: 0.571 1.982 -0.843
H: -0.179 1.930 0.805
H: 1.153 0.279 1.727
H: -0.612 -1.055 1.204
H: -0.154 -1.942 -0.319
H: 4.320 -0.642 -0.891
N: -2.605 -0.933 -0.148
N: -0.679 0.212 -0.533

Forces on atoms 1 to 2 (eV/Å):
1.9 4.6 -0.6
5.5 7.3 3.0

Atomic partial charges in e from the Löwdin method, atoms 1 to 5: atom 1 (C): -0.25, atom 2 (C): -0.21, atom 3 (C): -0.29, atom 4 (C): -0.21, atom 5 (C): -0.16

***

(3)
ORCA calculation (ωB97M-V/def2-TZVPD) on a molecular structure, C8H9O2S2 at a distorted geometry.

HOMO = -13.88 eV
Calculated total energy = -34197.2538 eV
Total charge = +1
Relative energy (zero: lowest compared OMol25 entry of this formula, charge and spin) = 0.000 eV
Strongest force on any atom = 4.1 eV/Å
HOMO-LUMO gap = 9.924 eV

Element x y z (Å)
C: -0.166 2.532 0.138
C: -1.504 2.687 -0.217
C: 0.244 1.254 -0.322
C: -0.643 0.579 -1.087
C: 1.179 -0.650 0.918
C: 1.601 0.554 -0.146
C: 0.355 -1.660 0.195
C: -1.035 -1.976 0.673
O: -0.145 -1.646 -2.609
O: 1.676 -0.157 -1.395
S: -2.134 1.436 -1.174
S: 0.244 -0.840 -1.537
H: 0.390 3.338 0.743
H: -2.288 3.504 0.094
H: 2.101 -1.098 1.454
H: 0.646 -0.179 1.810
H: 2.477 1.214 0.090
H: 0.962 -2.576 0.078
H: -1.723 -1.157 0.579
H: -1.040 -2.333 1.695
H: -1.199 -2.827 0.020

Forces on atoms 1 to 2 (eV/Å):
-1.1 0.9 0.9
-0.9 1.6 0.9

Atomic partial charges in e from the Löwdin method, atoms 1 to 5: atom 1 (C): -0.07, atom 2 (C): -0.37, atom 3 (C): -0.32, atom 4 (C): -0.58, atom 5 (C): -0.10

***

(4)
ORCA calculation (ωB97M-V/def2-TZVPD) on a single C3H4N2 molecule at a distorted geometry.

HOMO = -9.65 eV
Calculated total energy = -6152.7826 eV
Total charge = 0
Relative energy (zero: lowest compared OMol25 entry of this formula, charge and spin) = 3.118 eV
Strongest force on any atom = 5.0 eV/Å
HOMO-LUMO gap = 10.263 eV

Element x y z (Å)
C: -1.803 0.609 -0.271
N: -0.546 0.555 0.110
C: 0.653 -0.300 0.198
C: 2.142 0.092 0.000
N: 3.279 -0.049 -0.070
H: -2.397 1.478 -0.079
H: -2.374 -0.297 -0.638
H: 0.721 -1.283 -0.391
H: 0.324 -0.805 1.141

Forces on atoms 1 to 2 (eV/Å):
3.7 -3.3 0.9
-1.0 2.3 -1.5

Atomic partial charges in e from the Löwdin method, atoms 1 to 5: atom 1 (C): -0.03, atom 2 (N): -0.06, atom 3 (C): -0.22, atom 4 (C): -0.19, atom 5 (N): 0.12

***

(5)
ORCA calculation (ωB97M-V/def2-TZVPD) on a single C5H6O molecule.

HOMO = -8.31 eV
Calculated total energy = -7326.0548 eV
Total charge = 0
Relative energy (zero: lowest compared OMol25 entry of this formula, charge and spin) = 3.230 eV
Strongest force on any atom = 0.5 eV/Å
HOMO-LUMO gap = 8.930 eV

Element x y z (Å)
C: 0.112 1.659 -1.639
C: -0.161 1.403 -0.381
C: -0.419 1.008 0.805
C: -0.605 0.031 1.680
O: -0.078 -1.206 1.507
C: 0.381 -1.533 0.194
H: -0.341 2.460 -2.208
H: 0.799 0.983 -2.147
H: -1.168 0.095 2.607
H: 1.434 -1.250 0.067
H: 0.258 -2.613 0.098
H: -0.213 -1.037 -0.583

Forces on atoms 1 to 2 (eV/Å):
-0.1 0.0 0.1
0.0 0.0 0.1

Atomic partial charges in e from the Löwdin method, atoms 1 to 5: atom 1 (C): -0.01, atom 2 (C): -0.14, atom 3 (C): -0.02, atom 4 (C): -0.15, atom 5 (O): -0.12

***

(6)
ORCA calculation (ωB97M-V/def2-TZVPD) on a molecular structure, C6H10KO3 at a distorted geometry.

HOMO = -13.14 eV
Calculated total energy = -28846.1907 eV
Total charge = +1
Strongest force on any atom = 2.1 eV/Å
HOMO-LUMO gap = 9.584 eV

Element x y z (Å)
O: 1.427 -0.541 0.553
K: 3.864 0.820 0.712
O: 1.726 1.204 -0.749
C: 1.056 0.235 -0.441
O: -0.155 -0.094 -0.879
C: -1.117 0.972 -1.117
H: -1.964 0.442 -1.568
H: -0.676 1.674 -1.834
C: -1.504 1.645 0.160
C: -1.582 2.967 0.296
H: -1.774 0.985 0.990
H: -1.913 3.420 1.232
H: -1.292 3.640 -0.515
C: 0.436 -1.683 0.879
C: 0.779 -2.873 0.018
H: 0.715 -1.845 1.926
H: -0.629 -1.438 0.914
H: 1.865 -2.939 -0.128
H: 0.433 -3.786 0.521
H: 0.304 -2.806 -0.970

Forces on atoms 1 to 2 (eV/Å):
-1.2 -1.7 0.3
0.0 0.1 0.0

Atomic partial charges in e from the Löwdin method, atoms 1 to 5: atom 1 (O): -0.04, atom 2 (K): 1.02, atom 3 (O): 0.02, atom 4 (C): -0.65, atom 5 (O): -0.01

***

(7)
ORCA calculation (ωB97M-V/def2-TZVPD) on a molecular structure, C15H16Br4ClN3O2Pd.

HOMO = 0.02 eV
Calculated total energy = -320551.2719 eV
Total charge = -2
Relative energy (zero: lowest compared OMol25 entry of this formula, charge and spin) = 1.772 eV
Strongest force on any atom = 0.8 eV/Å
HOMO-LUMO gap = 4.171 eV

Element x y z (Å)
Pd: 0.339 -0.130 -0.407
N: 2.935 0.038 -0.538
C: 3.272 0.137 0.878
C: 3.106 -1.199 1.614
C: 1.659 -1.722 1.691
C: 1.407 -3.055 0.985
N: 1.448 -3.015 -0.479
H: 3.749 -0.161 -1.105
H: 2.504 0.906 -0.857
H: 2.594 0.874 1.309
H: 4.296 0.504 1.038
H: 3.510 -1.065 2.625
H: 3.750 -1.949 1.129
H: 0.976 -0.948 1.214
H: 1.356 -1.826 2.741
H: 0.424 -3.432 1.286
H: 2.139 -3.795 1.336
H: 0.893 -2.172 -0.754
H: 2.388 -2.751 -0.762
Br: -3.230 6.487 -0.447
C: -1.861 5.161 -0.466
C: -0.538 5.517 -0.594
Br: -0.023 7.346 -0.738
C: 0.445 4.493 -0.598
Br: 2.300 4.918 -0.781
C: 0.174 3.118 -0.484
O: 1.087 2.229 -0.493
C: -1.260 2.729 -0.335
O: -1.580 1.513 -0.214
C: -2.195 3.790 -0.345
Br: -4.014 3.236 -0.163
Cl: -3.823 -3.415 -3.257
C: -3.217 -2.746 -1.756
C: -3.868 -3.010 -0.570
C: -3.347 -2.444 0.582
C: -2.207 -1.661 0.493
N: -1.574 -1.427 -0.657
C: -2.082 -1.949 -1.770
H: -4.755 -3.629 -0.555
H: -3.829 -2.598 1.539
H: -1.780 -1.177 1.362
H: -1.568 -1.723 -2.696

Forces on atoms 1 to 2 (eV/Å):
-0.6 -0.1 -0.5
0.0 0.1 0.1

Atomic partial charges in e from the Löwdin method, atoms 1 to 5: atom 1 (Pd): 0.29, atom 2 (N): -0.02, atom 3 (C): -0.30, atom 4 (C): -0.22, atom 5 (C): -0.24